No. 1
72
Properties=species:S:1:pos:R:3:forces:R:3:mulliken_charge:R:1 method="wB97M-V/def2-TZVPD" homo_energy_ev=-7.6 multiplicity=1 total_charge=0 lumo_ev=0.32 de_lowest_ev=0.000
Y -0.234819 -0.493289 0.474190 -0.30 0.14 0.59 1.019
O -0.829046 1.347656 -0.537787 -0.05 0.02 -0.11 -0.723
C -1.988505 1.532706 -1.122479 0.04 0.00 -0.09 0.262
C -2.759719 2.671275 -0.824003 0.02 0.01 -0.02 -0.366
C -3.981242 2.894993 -1.423563 0.00 0.00 0.00 -0.534
C -4.494631 1.990635 -2.351393 0.00 0.00 0.00 -0.862
C -3.757214 0.863549 -2.655980 0.00 0.01 0.00 -0.916
C -2.514557 0.617558 -2.067504 -0.01 0.00 0.01 0.721
C -1.786844 -0.605101 -2.408488 0.01 -0.04 0.00 -0.239
N -0.930030 -1.272861 -1.652331 -0.07 -0.05 -0.13 1.397
C -0.546371 -2.390733 -2.355901 0.02 0.01 0.00 -0.849
C -1.171576 -2.403308 -3.557766 0.00 0.01 0.00 -0.977
N -1.952860 -1.267527 -3.577991 0.02 0.01 -0.02 -0.023
H -2.357075 3.365625 -0.097008 0.00 0.00 0.00 0.410
H -4.548316 3.780759 -1.163602 0.00 0.00 0.00 0.418
H -5.458320 2.156335 -2.813143 0.00 0.00 0.00 0.398
H -4.175147 0.135063 -3.342800 0.00 0.00 0.00 0.385
H 0.149292 -3.099268 -1.939698 0.00 0.00 0.00 0.570
H -1.131312 -3.089314 -4.383908 0.00 0.00 0.00 0.441
H -2.515357 -0.946210 -4.344938 0.01 0.01 0.00 0.233
O 3.603620 -1.082607 1.727335 0.00 0.01 0.01 -0.528
P 2.817464 -2.206990 0.855110 0.00 0.01 0.00 0.786
O 3.759944 -3.098248 0.172662 0.01 0.01 -0.01 -0.753
O 1.771610 -1.423700 0.096237 0.16 -0.06 -0.08 0.272
O 2.001128 -3.021017 2.015898 0.00 -0.01 0.01 -0.432
P 0.508792 -2.568713 2.410153 0.09 -0.04 -0.04 0.263
O 0.231784 -3.421848 3.718178 0.00 -0.01 0.02 -0.512
O -0.441734 -2.831726 1.287325 0.07 -0.05 -0.01 -0.368
O 0.520300 -1.100009 2.766135 0.12 -0.06 0.04 -0.698
H 4.514113 -1.370474 1.861982 0.00 -0.01 -0.01 0.309
H 0.083113 -4.355133 3.525424 -0.01 0.00 -0.01 0.325
F 6.974753 -0.513995 -3.545173 0.00 0.00 0.00 -0.258
C 6.062126 -0.000318 -4.385703 0.00 0.00 0.00 0.763
F 6.433163 1.262318 -4.656341 0.00 0.00 0.00 -0.279
F 6.156237 -0.693037 -5.536909 0.00 0.00 0.00 -0.251
C 4.672219 -0.075871 -3.816210 0.00 0.00 0.00 0.498
C 4.265783 -1.218651 -3.147976 0.01 0.01 0.00 -1.036
C 2.966016 -1.267662 -2.667086 0.00 -0.01 0.01 -0.374
N 2.094946 -0.271043 -2.812402 -0.02 0.07 0.00 -0.036
C 2.503639 0.818825 -3.454791 -0.01 -0.01 -0.02 -0.386
C 3.779647 0.969866 -3.978932 0.00 0.00 0.00 -0.724
H 4.938389 -2.048696 -2.981776 0.00 0.00 0.00 0.464
H 2.625516 -2.135477 -2.118026 0.01 0.01 -0.02 0.554
H 1.774924 1.616434 -3.555679 0.00 0.00 0.00 0.473
H 4.064682 1.878182 -4.490158 0.00 0.00 0.00 0.456
N 1.141251 1.249446 3.890691 0.01 -0.03 -0.03 0.168
C 1.929804 2.261024 3.150556 -0.01 -0.02 0.01 -0.879
C 1.374892 2.477211 1.757567 0.00 0.01 -0.01 -0.498
N 1.551827 1.282498 0.923820 0.01 -0.05 -0.02 -0.351
H 1.506050 1.109231 4.828087 0.00 0.00 0.00 0.425
H 1.101564 0.315170 3.423942 0.01 0.01 0.01 0.141
H 0.103435 1.583142 3.969044 -0.04 0.00 0.01 0.275
H 2.971558 1.938113 3.108340 0.00 0.00 -0.01 0.394
H 1.878075 3.194330 3.709950 0.01 0.00 0.00 0.431
H 1.882465 3.348105 1.334104 0.02 0.00 0.02 0.431
H 0.309587 2.710793 1.814973 0.00 0.01 -0.02 0.247
H 2.431868 0.809085 1.117306 0.02 0.03 -0.02 0.197
H 1.572599 1.555927 -0.055161 -0.05 -0.02 -0.01 0.243
C -4.870821 -1.463359 1.925535 0.00 -0.01 0.00 -0.968
N -3.962121 -0.511554 2.550765 -0.08 0.07 -0.14 0.257
C -4.289956 0.170315 3.685522 -0.01 -0.02 0.00 -0.050
C -3.446505 1.059526 4.229741 0.01 0.02 0.01 -1.212
C -2.157568 1.263955 3.601740 -0.01 0.02 -0.05 0.644
O -1.305819 2.011100 4.149306 0.01 0.01 0.00 -0.893
N -1.892839 0.636962 2.435128 0.07 -0.08 0.01 0.290
C -2.775471 -0.227327 1.910996 0.03 0.08 0.08 0.292
O -2.523222 -0.818259 0.836401 -0.11 -0.02 0.00 -0.607
H -5.652520 -1.715184 2.638457 0.00 0.01 0.00 0.370
H -4.320684 -2.358414 1.647274 0.00 0.00 0.01 0.283
H -5.314072 -1.037352 1.025761 0.01 0.00 0.00 0.283
H -5.256089 -0.065280 4.110817 0.00 0.00 0.00 0.344
H -3.685813 1.591843 5.136158 0.00 0.00 0.00 0.448

=====

No. 2
58
Properties=species:S:1:pos:R:3:forces:R:3:nbo_charge:R:1 method="wB97M-V/def2-TZVPD" homo_energy_ev=-8.4 multiplicity=1 smiles="CCOc1ccccc1OCCCC(=O)N1CCN(S(=O)(=O)c2cccc(F)c2)CC1" total_charge=0 lumo_ev=0.61 de_lowest_ev=0.000
C -2.521643 2.976204 0.295894 0.48 -0.04 -0.05 -0.629
C -1.062710 3.375830 0.132816 -0.29 0.34 0.02 -0.067
O -0.288942 2.225570 -0.163591 0.15 -0.22 -0.05 -0.524
C 1.044127 2.402067 -0.399729 0.06 -0.13 -0.11 0.333
C 1.682614 3.631144 -0.444242 -0.25 -0.05 0.03 -0.294
C 3.039101 3.718249 -0.720424 0.14 -0.02 -0.03 -0.207
C 3.769226 2.575591 -0.958619 0.04 0.14 0.01 -0.226
C 3.149937 1.335069 -0.905637 -0.09 -0.22 0.03 -0.282
C 1.801249 1.229089 -0.615451 -0.29 -0.05 0.05 0.233
O 1.114632 0.048297 -0.482099 -0.01 0.56 -0.04 -0.523
C 1.725991 -1.159024 -0.887118 0.32 -0.38 -0.29 -0.065
C 1.703679 -1.357223 -2.405634 -0.16 0.15 0.30 -0.421
C 0.260897 -1.381648 -2.922898 0.26 -0.12 0.10 -0.506
C -0.441702 -2.587259 -2.316149 -0.15 0.23 -0.39 0.694
O 0.111617 -3.672031 -2.291153 0.32 -0.16 0.06 -0.643
N -1.696450 -2.436395 -1.808628 -0.24 -0.18 0.01 -0.444
C -2.412101 -1.196310 -1.614328 0.07 0.39 0.28 -0.210
C -2.097272 -0.634195 -0.226214 -0.11 0.49 -0.46 -0.284
N -2.387552 -1.638970 0.778930 -0.19 0.35 0.93 -0.666
S -2.262025 -1.066032 2.339946 -0.13 -0.17 -0.01 2.334
O -2.591146 -2.149417 3.216013 0.31 -0.16 -0.11 -0.933
O -3.029765 0.142292 2.407914 0.24 0.18 -0.18 -0.946
C -0.526486 -0.641727 2.560390 -0.60 -0.07 -0.07 -0.318
C 0.411440 -1.638753 2.751579 0.06 -0.27 0.02 -0.211
C 1.753388 -1.300997 2.843054 -0.13 -0.01 -0.04 -0.199
C 2.147662 0.024405 2.765725 -0.09 0.23 -0.02 -0.274
C 1.180063 1.002273 2.612108 -0.07 -0.24 0.09 0.472
F 1.555204 2.293970 2.584813 -0.06 -0.06 0.01 -0.329
C -0.161718 0.687346 2.497172 0.14 0.28 0.01 -0.274
C -1.785621 -2.933450 0.547533 0.10 -0.68 -0.05 -0.246
C -2.147668 -3.432824 -0.854062 0.17 -0.24 0.26 -0.233
H -2.650350 2.246007 1.091294 -0.04 -0.04 0.07 0.230
H -2.896912 2.552749 -0.632388 -0.08 -0.03 -0.09 0.207
H -3.106117 3.860023 0.537645 -0.07 0.07 0.01 0.220
H -0.689361 3.843557 1.054254 0.03 -0.02 -0.12 0.177
H -0.976540 4.102357 -0.687505 0.07 -0.06 0.14 0.174
H 1.133002 4.539201 -0.260390 -0.11 0.06 0.03 0.221
H 3.512506 4.687268 -0.749036 0.04 0.09 -0.01 0.213
H 4.823183 2.632618 -1.182620 0.09 0.01 -0.02 0.215
H 3.742178 0.453163 -1.090063 0.00 -0.12 -0.02 0.218
H 2.747176 -1.234650 -0.497816 -0.11 -0.01 0.04 0.182
H 1.132684 -1.944194 -0.410176 0.12 0.05 0.01 0.197
H 2.253777 -0.550140 -2.892450 0.04 -0.03 -0.03 0.214
H 2.184875 -2.308489 -2.633962 0.03 0.04 -0.02 0.237
H 0.265609 -1.494957 -4.008817 -0.09 0.02 0.02 0.241
H -0.218676 -0.441792 -2.664141 -0.04 0.02 -0.09 0.216
H -2.169735 -0.468664 -2.386048 -0.04 -0.03 0.07 0.220
H -3.480392 -1.424632 -1.681618 0.06 0.07 -0.05 0.207
H -2.735506 0.217940 -0.001352 0.08 0.07 -0.17 0.238
H -1.048515 -0.314457 -0.187346 -0.06 0.02 -0.06 0.229
H 0.084205 -2.661010 2.852648 0.03 -0.14 0.01 0.238
H 2.495211 -2.072848 2.979705 0.06 -0.07 0.03 0.224
H 3.185933 0.308987 2.834559 0.10 0.06 0.01 0.233
H -0.913447 1.447407 2.375708 -0.03 0.17 -0.02 0.254
H -2.161720 -3.601511 1.322452 0.12 -0.11 -0.11 0.242
H -0.687662 -2.879383 0.614408 -0.06 -0.08 -0.04 0.181
H -1.636473 -4.372645 -1.064710 -0.14 0.12 0.08 0.255
H -3.226960 -3.563048 -0.950144 0.01 -0.01 0.01 0.203

=====

No. 3
56
Properties=species:S:1:pos:R:3:forces:R:3:nbo_charge:R:1 method="wB97M-V/def2-TZVPD" homo_energy_ev="-7.0 / -6.9" multiplicity=1 total_charge=0 lumo_ev="0.17 / 0.17" de_lowest_ev=0.291
Ni 1.172048 0.268576 0.875496 0.35 0.61 0.21 0.930
C 2.861769 -2.944706 2.885682 0.01 0.00 -0.01 -0.642
C 1.669313 -2.200887 3.420804 0.02 0.00 -0.01 0.251
C 1.101715 -2.535084 4.641056 0.03 -0.03 0.00 -0.345
C 0.002093 -1.800340 5.070511 -0.03 0.02 -0.01 -0.135
C -0.496895 -0.776085 4.299236 0.00 -0.02 0.02 -0.337
C 0.121522 -0.486800 3.062862 -0.04 0.03 -0.05 0.409
N 1.192148 -1.216191 2.661696 0.01 -0.11 0.01 -0.583
N -0.236566 0.489470 2.191096 -0.36 -0.42 -0.01 -1.130
Si -1.787151 1.248850 2.185338 0.09 0.17 0.02 1.815
C -1.971540 2.233085 0.596975 0.02 -0.06 0.05 -1.122
C -3.199244 0.007017 2.239723 0.06 0.05 -0.01 -1.130
C -1.988126 2.465771 3.609051 0.00 -0.06 -0.06 -1.128
H 2.624064 -3.998782 2.732655 0.00 0.00 -0.01 0.218
H 3.697455 -2.895341 3.585501 0.00 0.00 0.00 0.218
H 3.170704 -2.511364 1.936460 0.00 0.00 0.00 0.227
H 1.509386 -3.341677 5.234455 0.01 -0.01 0.00 0.211
H -0.465114 -2.029066 6.021202 0.00 0.00 0.00 0.208
H -1.340782 -0.195604 4.640645 -0.02 0.03 -0.01 0.209
H -2.153575 1.576424 -0.255597 -0.01 0.00 -0.02 0.219
H -1.083164 2.831697 0.385743 0.02 0.00 -0.01 0.234
H -2.825158 2.909312 0.679099 -0.02 0.02 0.01 0.233
H -3.091911 -0.727199 1.438234 0.01 0.00 -0.02 0.236
H -4.151685 0.524027 2.098985 -0.03 0.00 0.00 0.230
H -3.251458 -0.538722 3.181842 0.01 -0.01 0.03 0.236
H -1.239542 3.257819 3.539930 0.02 0.01 -0.02 0.234
H -1.867028 1.989635 4.582352 0.00 -0.01 0.04 0.230
H -2.974763 2.933949 3.588387 -0.03 0.01 -0.01 0.229
O 0.447498 -0.678096 -0.806418 -0.03 -0.14 0.26 -1.002
S -0.001586 0.434140 -1.724581 -0.06 0.11 -0.31 1.262
C -1.142541 -0.348116 -2.854759 -0.07 -0.01 0.02 -0.175
C -1.143997 -1.725971 -2.992041 0.03 -0.02 0.05 -0.233
C -2.040151 -2.306880 -3.875437 -0.01 0.01 -0.01 -0.186
C -2.917908 -1.512658 -4.601812 0.00 -0.01 -0.01 -0.198
C -2.914679 -0.134020 -4.442125 0.00 0.00 0.00 -0.205
C -2.027464 0.456682 -3.554977 0.02 0.00 0.01 -0.226
C 1.336706 0.696025 -2.882230 0.02 -0.04 0.01 -0.167
C 1.421609 1.921990 -3.518070 0.02 0.01 0.00 -0.241
C 2.465025 2.147017 -4.405737 -0.02 0.01 0.01 -0.191
C 3.409757 1.156681 -4.626377 0.02 -0.03 0.00 -0.198
C 3.318846 -0.063871 -3.966409 0.00 0.02 -0.02 -0.203
C 2.275652 -0.301525 -3.087954 -0.04 -0.02 0.05 -0.224
H -0.464432 -2.322917 -2.397659 0.00 0.00 0.00 0.245
H -2.058239 -3.382133 -3.993177 0.00 0.00 0.00 0.220
H -3.616122 -1.972750 -5.288331 -0.01 0.00 0.00 0.220
H -3.611254 0.479587 -4.997123 0.00 0.01 0.00 0.221
H -2.028041 1.529396 -3.402762 -0.01 0.01 -0.01 0.222
H 0.695128 2.698178 -3.309818 -0.01 0.01 0.00 0.223
H 2.548836 3.100855 -4.908765 0.00 0.01 0.00 0.220
H 4.229894 1.338644 -5.307797 0.01 0.00 -0.01 0.220
H 4.067176 -0.827019 -4.133251 0.01 -0.01 0.00 0.222
H 2.197417 -1.229998 -2.536642 0.00 -0.01 -0.01 0.242
I 3.576125 1.124643 0.136108 0.17 0.08 -0.06 0.054
C 2.261586 1.494569 1.788524 -0.38 -0.22 0.19 -0.740
H 1.985701 2.543280 1.855490 0.11 0.03 -0.23 0.194
H 2.730941 1.146481 2.704710 0.09 -0.02 -0.08 0.201

=====

No. 4
53
Properties=species:S:1:pos:R:3:forces:R:3:lowdin_spin:R:1 method="wB97M-V/def2-TZVPD" homo_energy_ev="-8.9 / -11.0" multiplicity=5 total_charge=+1 lumo_ev="-2.84 / -4.41"
C -0.478497 0.837754 -4.705652 0.03 -0.03 0.66 0.558
C 0.098719 2.177224 -4.625064 0.56 1.36 0.19 0.092
C 0.343815 -0.265709 -5.182686 0.93 -1.26 -0.44 0.095
C -1.930318 0.685174 -4.677091 -1.50 -0.10 0.10 0.093
H 0.393793 -0.293597 -6.296509 0.01 -0.02 0.36 0.037
H -0.043010 -1.262937 -4.878239 0.11 0.53 -0.16 0.008
H 1.400087 -0.204298 -4.839808 -0.54 0.06 -0.18 0.008
H 0.082231 2.693807 -5.611739 0.02 -0.13 0.30 0.037
H 1.162910 2.173822 -4.307758 -0.48 -0.08 -0.19 0.007
H -0.451088 2.846833 -3.929309 0.20 -0.39 -0.35 0.008
H -2.382936 0.862925 -5.680533 0.12 -0.08 0.33 0.037
H -2.430877 1.405380 -3.994532 0.33 -0.30 -0.34 0.008
H -2.256170 -0.333375 -4.379483 0.22 0.41 -0.17 0.008
C 2.160058 -0.006982 1.123386 -0.08 0.53 -0.18 0.034
C 2.280014 -0.767236 -0.085210 0.84 0.46 -0.89 0.028
C 2.112909 0.138053 -1.190385 0.74 -0.12 0.17 0.099
H 2.580780 -1.813496 -0.154828 -0.25 0.42 0.04 0.002
C 1.877536 1.458452 -0.650676 -0.67 -0.77 -0.20 0.018
C 1.903247 1.362033 0.768398 1.07 -0.13 0.20 0.156
H 1.823186 2.192518 1.474942 -0.20 -0.37 -0.39 0.007
H 2.331464 -0.388910 2.136745 -0.28 0.04 -0.64 0.000
H 2.249321 -0.106029 -2.252434 -0.27 0.12 0.66 0.007
H 1.781460 2.375057 -1.245857 -0.15 -0.56 0.38 0.000
C -2.218716 -0.958195 0.557049 -0.10 -1.27 0.16 0.163
C -1.191566 -1.918377 0.939879 -0.80 0.69 -0.10 0.027
C -0.524981 -2.343213 -0.235523 -0.58 -0.01 -1.48 0.027
H -1.027502 -2.303756 1.951858 -0.01 0.26 -0.62 -0.001
C -1.132751 -1.670914 -1.363551 -0.09 -0.30 0.51 0.096
C -2.171157 -0.803105 -0.844611 1.17 0.01 -0.47 0.024
H -2.854655 -0.200233 -1.451248 0.47 -0.19 0.31 0.000
H -2.933915 -0.481678 1.232896 0.40 -0.24 -0.42 0.008
H 0.217815 -3.135402 -0.297211 -0.17 0.32 0.04 0.002
H -0.917055 -1.853940 -2.421109 0.01 0.23 0.57 0.006
Os 0.122446 -0.136323 0.055582 -0.91 -0.29 0.81 1.957
C -2.218652 1.450516 5.128426 1.24 0.28 0.12 0.005
N -0.715300 1.491810 5.042673 -0.71 -0.28 -0.47 0.022
C -0.000996 1.154511 3.900358 1.21 0.88 3.70 0.055
Se -0.786838 0.396262 2.429741 -0.69 0.85 0.71 0.235
N 1.314190 1.240584 4.310323 0.36 -0.25 -0.85 0.009
C 1.447434 1.553455 5.679716 -1.27 -0.25 -1.00 0.002
C 2.558601 1.606490 6.493798 -1.43 0.18 -0.38 0.001
C 2.263306 1.855717 7.816933 1.62 -0.05 0.46 0.002
C 0.979398 2.021195 8.297145 -1.17 0.25 1.07 0.002
C -0.146421 1.952546 7.492600 0.91 -0.13 -1.12 0.002
C 0.137689 1.718089 6.154929 -0.11 -0.44 -1.32 0.004
H -2.546923 1.696345 6.139369 0.31 0.01 -0.13 0.000
H -2.581204 0.466042 4.876924 0.02 -0.31 -0.12 0.002
H -2.626553 2.178017 4.442646 -0.11 0.14 -0.19 0.001
H 2.122221 0.993781 3.717320 -1.00 0.30 0.52 0.001
H 3.505234 1.450281 6.045222 1.00 -0.05 0.19 0.000
H 3.112548 1.902402 8.499429 -0.37 0.05 0.03 0.000
H 0.801051 2.201351 9.360890 0.34 -0.06 -0.33 0.000
H -1.161184 2.051374 7.802270 -0.35 0.12 0.58 0.000

=====

The highest multiplicity belongs to which entry? C22H27N2OsSe